(1)
83
Properties=species:S:1:pos:R:3:lowdin_charge:R:1 method="wB97M-V/def2-TZVPD" relative_energy_ev=0.000 max_force_ev_per_a=0.17 spin_multiplicity=1 energy_ha=-4370.6256 lumo_energy_ha="-0.2246 / -0.2246" orbital_gap_ev="7.81 / 7.81" charge=+2
Co 0.16570 0.68895 -0.03055 -0.243
C 1.00401 1.96673 3.05994 -0.171
Si 0.25923 0.47426 2.21469 0.629
C -1.49841 0.18800 2.81706 -0.281
C -1.95106 0.35327 4.12515 -0.063
C -3.23385 -0.05027 4.47517 -0.039
C -4.08382 -0.61839 3.53087 -0.039
C -3.66506 -0.76654 2.21667 -0.044
C -2.38159 -0.35327 1.87939 -0.368
P -1.74517 -0.28371 0.21169 1.053
C -2.06242 1.39617 -0.40623 -0.358
C -1.76473 1.68166 -1.74880 -0.102
C -1.98041 2.95642 -2.25435 -0.053
C -2.50433 3.94414 -1.43345 -0.057
C -2.78120 3.67973 -0.09726 -0.055
C -2.54583 2.42018 0.42264 -0.046
C -2.57711 -1.49102 -0.81297 -0.343
C -2.32866 -2.83413 -0.52719 -0.093
C -2.99535 -3.82058 -1.23274 -0.057
C -3.90643 -3.47113 -2.22119 -0.046
C -4.16239 -2.13579 -2.49917 -0.050
C -3.50467 -1.13998 -1.79252 -0.069
C 1.23081 -1.08284 2.57303 -0.266
C 1.43392 -1.58505 3.86054 -0.061
C 2.20690 -2.71742 4.05781 -0.040
C 2.81235 -3.35301 2.97621 -0.039
C 2.63061 -2.86618 1.69402 -0.071
C 1.81588 -1.75048 1.49786 -0.361
P 1.59403 -0.97196 -0.10510 1.011
C 0.94080 -2.11479 -1.33778 -0.351
C 0.89526 -3.49332 -1.15615 -0.071
C 0.39195 -4.30550 -2.16297 -0.057
C -0.08098 -3.74880 -3.34197 -0.051
C -0.04755 -2.37218 -3.52576 -0.051
C 0.46663 -1.55983 -2.52854 -0.123
C 3.27898 -0.56649 -0.62783 -0.392
C 4.15517 -0.03191 0.31620 -0.108
C 5.43982 0.32792 -0.05421 -0.054
C 5.85547 0.15804 -1.36878 -0.050
C 4.98793 -0.37867 -2.31043 -0.053
C 3.70092 -0.74038 -1.94426 -0.075
H 1.18600 1.72241 4.11110 0.048
H 0.31812 2.81874 3.05866 0.032
H 1.95757 2.26158 2.62101 0.034
H -1.30595 0.78212 4.88352 0.112
H -3.57379 0.06905 5.49552 0.119
H -5.07642 -0.93570 3.82027 0.119
H -4.32728 -1.18853 1.47030 0.119
H -1.42180 0.89247 -2.40951 0.108
H -1.77644 3.16437 -3.29645 0.122
H -2.71923 4.92351 -1.84286 0.119
H -3.20086 4.45225 0.53386 0.121
H -2.78260 2.20535 1.45753 0.116
H -1.62425 -3.10828 0.24981 0.115
H -2.80768 -4.86242 -1.00998 0.119
H -4.42860 -4.24362 -2.76994 0.119
H -4.88620 -1.86764 -3.25682 0.117
H -3.72988 -0.10143 -1.99605 0.105
H 0.99085 -1.09076 4.71807 0.111
H 2.35636 -3.10212 5.05788 0.119
H 3.43626 -4.22133 3.13992 0.120
H 3.13973 -3.33664 0.86134 0.120
H 1.24129 -3.94259 -0.23515 0.100
H 0.36833 -5.37810 -2.02247 0.120
H -0.47273 -4.38787 -4.12212 0.119
H -0.40846 -1.93700 -4.44833 0.117
H 0.52495 -0.48606 -2.68746 0.096
H 3.84127 0.08527 1.34751 0.112
H 6.12102 0.73085 0.68306 0.116
H 6.86105 0.43403 -1.65661 0.116
H 5.31821 -0.52678 -3.32977 0.115
H 3.03903 -1.17395 -2.68237 0.101
C 0.92826 5.82911 -1.97245 -0.031
N 1.25363 4.41403 -1.84886 -0.017
C 1.08041 3.70054 -0.75295 -0.745
N 0.48895 4.24421 0.30189 0.179
S 1.74572 2.09263 -0.68166 0.821
H 1.20737 6.16299 -2.96649 0.104
H 1.48349 6.41882 -1.24120 0.104
H -0.14304 5.99279 -1.84470 0.084
H 1.72067 3.94772 -2.61061 0.137
H 0.15992 5.19649 0.30660 0.121
H 0.45138 3.71760 1.15820 0.074

(2)
11
Properties=species:S:1:pos:R:3:lowdin_charge:R:1 method="wB97M-V/def2-TZVPD" smiles=Cc1cn[nH]n1 relative_energy_ev=2.315 max_force_ev_per_a=2.51 spin_multiplicity=1 energy_ha=-281.5050 lumo_energy_ha=0.0341 orbital_gap_ev=11.36 charge=0
C -1.63648 -0.35454 0.03878 -0.040
C -0.15490 -0.18484 -0.04078 -0.352
C 0.58238 1.03140 -0.11190 -0.121
N 1.83459 0.76257 -0.30906 0.012
N 1.93289 -0.62923 -0.25885 -0.078
N 0.69528 -1.18591 -0.06419 0.077
H -2.10418 0.48435 0.56366 0.078
H -2.07712 -0.40305 -0.96299 0.083
H -1.87829 -1.28041 0.56267 0.078
H 0.25838 2.05103 0.00785 0.107
H 2.49485 -0.30531 0.58147 0.155

(3)
96
Properties=species:S:1:pos:R:3:lowdin_charge:R:1 method="wB97M-V/def2-TZVPD" relative_energy_ev=3.956 max_force_ev_per_a=11.90 spin_multiplicity=1 energy_ha=-5777.9424 lumo_energy_ha=0.0583 orbital_gap_ev=1.94 charge=-1
Ca -0.52525 -0.57303 -0.25353 1.295
P -3.24184 -1.85760 0.41111 0.079
O -3.26367 -3.20518 1.17167 -0.458
O -2.53262 -0.49702 0.63405 -0.594
O -4.03059 -2.38128 -0.84690 -0.491
O -1.89898 -2.34681 -0.42517 -0.654
O -0.62673 0.73191 -2.22956 -0.380
S -0.92952 1.93451 -3.01503 0.651
O -0.17652 2.21062 -4.20591 -0.268
O -2.49654 1.84116 -3.38559 -0.262
C -3.40127 0.83676 -2.86716 -0.220
C -3.91887 1.22170 -1.49407 -0.095
C -0.95456 3.40392 -2.02653 -0.114
H -2.92117 -0.13122 -2.71879 0.100
H -4.28262 0.88810 -3.50298 0.125
H -4.52991 0.37142 -1.18305 0.071
H -4.48560 2.15907 -1.47972 0.072
H -3.14135 1.37947 -0.74511 0.032
H -0.09259 3.33999 -1.37127 0.042
H -1.91299 3.49558 -1.52182 0.067
H -0.98256 4.21577 -2.75329 0.075
O -0.65513 1.82583 0.41902 -0.352
S -0.85663 2.66991 1.59840 0.673
O 0.08495 2.62507 2.71372 -0.297
O -1.08864 4.21746 1.17018 -0.271
C -0.97447 5.17385 2.25070 -0.281
C -1.73878 6.42845 1.89559 -0.057
C -2.46373 2.19401 2.32598 -0.067
H 0.07305 5.44445 2.39164 0.113
H -1.30563 4.67224 3.16056 0.104
H -2.68661 6.21386 1.40101 0.084
H -1.18065 6.84142 1.05085 0.081
H -1.77473 7.05065 2.78533 0.085
H -3.13739 1.81933 1.55581 0.059
H -2.87293 3.05603 2.85055 0.062
H -2.23013 1.36516 2.99030 0.057
O 0.96057 -2.96383 0.58833 -0.327
S 0.51118 -4.34208 0.80900 0.621
O -0.83951 -4.77776 0.75163 -0.212
O 1.37343 -5.36100 -0.07845 -0.272
C 2.65182 -4.94339 -0.60494 -0.258
C 2.97007 -6.00213 -1.63046 -0.082
C 1.17704 -4.81259 2.42063 -0.118
H 3.38734 -4.83856 0.19375 0.118
H 2.49299 -3.97278 -1.07592 0.095
H 3.95286 -5.98023 -2.10776 0.078
H 2.23767 -5.93901 -2.43591 0.059
H 2.91686 -7.02967 -1.26659 0.080
H 1.16742 -5.89508 2.48911 0.064
H 0.51543 -4.26592 3.09194 0.044
H 2.15263 -4.35159 2.57353 0.057
O 0.43028 -2.12685 4.06167 -0.270
S 0.49528 -0.85244 3.35375 0.679
O 0.14666 -0.71942 1.96313 -0.362
O -0.44905 0.19821 4.13146 -0.280
C -0.07725 0.50053 5.48082 -0.258
C -1.28736 1.34279 5.93507 -0.050
C 2.17546 -0.15653 3.59463 -0.098
H 0.85018 1.07567 5.45624 0.107
H 0.07321 -0.36934 6.12225 0.122
H -2.24243 0.82233 5.94792 0.088
H -1.35988 2.21005 5.28292 0.064
H -1.03797 1.57483 6.97474 0.076
H 2.15106 0.93252 3.61859 0.055
H 2.88570 -0.50341 2.84719 0.063
H 2.60344 -0.45144 4.55397 0.064
O 2.08248 -1.28939 -3.82134 -0.293
S 0.88701 -1.99617 -3.43454 0.657
O 0.29766 -1.81966 -2.12759 -0.370
O -0.30069 -1.62148 -4.50285 -0.261
C -1.60438 -2.18750 -4.27411 -0.263
C -2.03151 -3.09905 -5.38818 -0.066
C 1.10117 -3.77680 -3.85761 -0.070
H -2.25503 -1.31258 -4.36712 0.111
H -1.66957 -2.57621 -3.25290 0.124
H -2.99244 -3.51099 -5.07690 0.094
H -1.33259 -3.94320 -5.34011 0.059
H -2.01505 -2.72935 -6.40987 0.077
H 0.12097 -4.18271 -3.62198 0.075
H 1.89908 -4.10998 -3.19666 0.027
H 1.48257 -3.85305 -4.87130 0.075
O 3.59264 1.01991 0.67142 -0.285
S 2.74909 1.06161 -0.51325 0.673
O 1.54967 0.26380 -0.58924 -0.374
O 2.42847 2.63472 -0.91414 -0.275
C 3.20988 3.70594 -0.31047 -0.225
C 2.64256 4.09417 1.05303 -0.061
C 3.75327 0.62917 -1.90335 -0.112
H 3.00209 4.50414 -1.01998 0.124
H 4.23494 3.34225 -0.25678 0.113
H 3.17080 4.98089 1.40936 0.083
H 2.85018 3.36997 1.84161 0.072
H 1.56335 4.17715 0.95004 0.053
H 4.65585 1.22431 -2.01936 0.074
H 3.14293 0.80202 -2.79098 0.068
H 3.95267 -0.43937 -1.85805 0.078